A structure of composition C13H29N2NiS4Si, computed with ωB97M-V with the def2-TZVPD basis set.

2S+1   3
⟨S²⟩   2.01
Kohn-Sham gap (spin up / spin down)   0.301 / 0.320 hartree
M   428.4 g/mol
Total energy   -4012.66506 Ha
Charge   +1
ΔE to the lowest compared entry with this formula, charge and spin   0.0018 eV

Atoms and positions in Å:
Ni: 0.28 -0.01 0.10
C: -0.09 1.20 3.13
C: -0.04 -0.29 3.45
S: -0.42 -1.31 2.01
C: 0.92 -2.54 2.04
C: 2.33 -1.97 1.90
S: 2.54 -0.89 0.45
C: 3.37 0.55 1.18
C: 2.61 1.28 2.27
S: 0.94 1.75 1.74
H: 0.17 1.79 4.02
H: -1.10 1.50 2.84
H: -0.77 -0.51 4.23
H: 0.94 -0.58 3.84
H: 0.68 -3.20 1.21
H: 0.84 -3.11 2.97
H: 3.03 -2.80 1.80
H: 2.62 -1.41 2.79
H: 3.55 1.20 0.33
H: 4.35 0.23 1.56
H: 3.15 2.18 2.54
H: 2.53 0.68 3.18
S: -0.10 -2.01 -1.31
C: -1.76 -2.31 -1.17
N: -2.36 -3.44 -1.56
C: -3.82 -3.31 -1.55
C: -4.00 -2.08 -0.65
N: -2.67 -1.48 -0.67
H: -1.86 -4.12 -2.12
H: -4.29 -4.20 -1.14
H: -4.20 -3.13 -2.56
H: -4.28 -2.36 0.37
H: -4.75 -1.39 -1.03
H: -2.42 -0.55 -0.36
C: 1.34 3.38 -1.24
Si: 0.20 2.16 -2.09
C: -0.85 3.11 -3.32
C: 1.28 0.94 -3.02
C: -0.92 1.27 -0.86
H: 1.83 4.01 -1.99
H: 2.14 2.89 -0.67
H: 0.81 4.04 -0.55
H: -0.23 3.63 -4.05
H: -1.48 3.85 -2.82
H: -1.51 2.43 -3.87
H: 1.88 1.45 -3.77
H: 0.68 0.18 -3.53
H: 1.97 0.41 -2.36
H: -1.70 0.82 -1.49
H: -1.38 2.04 -0.24

Now the Mulliken charges, all in e:
1. Ni 0.00
2. C -0.82
3. C -0.77
4. S -0.04
5. C -0.88
6. C -0.72
7. S -0.10
8. C -0.79
9. C -0.86
10. S 0.02
11. H 0.47
12. H 0.44
13. H 0.53
14. H 0.33
15. H 0.41
16. H 0.54
17. H 0.56
18. H 0.35
19. H 0.39
20. H 0.49
21. H 0.53
22. H 0.45
23. S -0.37
24. C 0.28
25. N -0.21
26. C -0.54
27. C -0.55
28. N 0.27
29. H 0.24
30. H 0.32
31. H 0.31
32. H 0.29
33. H 0.34
34. H 0.03
35. C -0.93
36. Si 0.16
37. C -1.07
38. C -0.96
39. C -1.01
40. H 0.38
41. H 0.16
42. H 0.32
43. H 0.32
44. H 0.32
45. H 0.31
46. H 0.38
47. H 0.29
48. H 0.27
49. H 0.59
50. H 0.54


A structure of composition C13H30As3AuO3S4 at a distorted geometry, computed with ωB97M-V with the def2-TZVPD basis set.

Kohn-Sham gap (spin up / spin down)   0.196 / 0.196 hartree
M   784.4 g/mol
Total energy   -9174.74269 Ha

Atoms and positions in Å:
Au: 0.19 -0.11 -0.20
S: 3.41 3.16 -0.72
C: 2.30 1.92 -0.68
S: 2.77 0.33 -0.35
S: 0.66 2.23 -1.00
C: -4.15 -0.11 1.00
As: -2.45 -0.09 0.00
C: -2.73 1.67 -0.81
C: -2.80 -1.18 -1.62
C: -2.67 -2.70 -1.48
C: -3.47 -3.15 -0.25
C: -1.22 -3.16 -1.30
As: -0.20 -2.48 0.26
C: 1.55 -3.16 -0.24
C: -0.62 -3.83 1.61
C: -3.26 -3.40 -2.72
As: -2.74 -3.05 -4.64
C: -3.52 -1.26 -4.93
C: -0.85 -2.47 -4.63
H: -4.99 -0.18 0.31
H: -4.19 0.83 1.55
H: -4.16 -0.93 1.71
H: -3.77 1.79 -1.13
H: -2.06 1.85 -1.65
H: -2.51 2.41 -0.04
H: -2.08 -0.82 -2.35
H: -3.81 -0.94 -1.98
H: -3.01 -2.71 0.64
H: -3.47 -4.24 -0.17
H: -4.50 -2.80 -0.33
H: -0.62 -2.87 -2.17
H: -1.21 -4.26 -1.25
H: 1.59 -4.26 -0.25
H: 2.25 -2.78 0.50
H: 1.85 -2.78 -1.22
H: -0.89 -4.75 1.08
H: -1.42 -3.51 2.26
H: 0.29 -3.98 2.19
H: -4.35 -3.24 -2.72
H: -3.12 -4.48 -2.59
H: -4.56 -1.25 -4.64
H: -3.48 -1.04 -6.00
H: -2.98 -0.47 -4.41
H: -0.19 -3.30 -4.38
H: -0.64 -1.63 -3.98
H: -0.61 -2.17 -5.65
C: -0.21 -0.05 4.44
S: -0.43 -0.44 2.69
O: -1.67 -1.20 2.51
O: -0.50 0.85 2.00
O: 0.73 -1.25 2.31
H: -0.97 0.67 4.75
H: 0.78 0.38 4.53
H: -0.29 -0.97 5.00

Now the Mulliken charges, all in e:
1. Au 0.41
2. S -0.23
3. C 0.13
4. S -0.21
5. S -0.28
6. C -1.34
7. As 0.93
8. C -1.26
9. C -1.10
10. C 2.47
11. C -1.84
12. C -1.10
13. As 1.04
14. C -1.20
15. C -1.38
16. C -2.21
17. As 0.33
18. C -1.05
19. C -1.07
20. H 0.41
21. H 0.46
22. H 0.32
23. H 0.46
24. H 0.34
25. H 0.40
26. H -0.08
27. H 0.80
28. H 0.11
29. H 0.47
30. H 0.41
31. H -0.09
32. H 0.65
33. H 0.42
34. H 0.38
35. H 0.33
36. H 0.39
37. H 0.35
38. H 0.45
39. H 0.55
40. H 0.51
41. H 0.32
42. H 0.41
43. H 0.24
44. H 0.33
45. H 0.23
46. H 0.41
47. C -1.23
48. S 1.11
49. O -0.54
50. O -0.72
51. O -0.69
52. H 0.36
53. H 0.38
54. H 0.35


A structure of composition C13H30BBrF3MnO9PSi3 at a distorted geometry, computed with ωB97M-V with the def2-TZVPD basis set.

2S+1   6
⟨S²⟩   8.76
Kohn-Sham gap (spin up / spin down)   0.158 / 0.143 hartree
M   648.3 g/mol
Total energy   -6449.04202 Ha
Charge   +2

Atoms and positions in Å:
C: 4.16 2.44 1.01
B: 3.07 1.64 0.03
O: 2.79 2.15 -1.32
Si: 2.12 0.01 0.60
C: 2.10 0.07 2.52
O: 0.89 0.63 3.13
C: 1.05 2.03 3.53
F: 2.16 2.29 4.49
F: 1.03 3.00 2.37
F: -0.21 2.37 4.31
O: 3.16 -1.32 0.12
C: 3.45 -1.33 -1.32
C: 5.07 -1.18 -1.50
C: 5.55 0.09 -2.42
O: 5.76 -1.15 -0.19
O: 0.56 0.08 -0.19
Si: -0.41 -1.35 0.04
C: -1.95 -1.13 -1.17
C: -3.30 -0.61 -0.40
O: -4.18 -0.02 -1.46
Si: -5.17 1.28 -0.81
C: -6.48 0.70 0.49
C: -6.07 2.08 -2.35
C: -4.13 2.68 0.07
C: 0.40 -3.02 -0.46
C: 0.54 -3.26 -2.09
O: 0.54 -4.56 -2.49
Br: 0.63 -1.84 -3.49
P: -1.28 -1.61 2.03
O: -2.50 -2.88 1.84
O: -0.11 -2.32 3.12
H: 3.55 2.81 1.95
H: 4.59 3.38 0.45
H: 5.01 1.71 1.37
H: 3.66 2.56 -1.63
H: 2.17 -1.07 2.89
H: 3.11 0.56 2.86
H: 2.80 -0.59 -1.97
H: 3.17 -2.42 -1.71
H: 5.47 -2.16 -2.05
H: 4.68 0.59 -3.03
H: 6.16 0.84 -1.74
H: 6.33 -0.33 -3.22
H: 6.74 -0.99 -0.35
H: -2.12 -2.10 -1.84
H: -1.66 -0.27 -1.95
H: -3.05 0.13 0.46
H: -3.84 -1.58 0.02
H: -5.87 0.35 1.45
H: -7.11 1.67 0.77
H: -7.17 -0.14 0.07
H: -6.01 3.26 -2.35
H: -5.51 1.71 -3.32
H: -7.20 1.71 -2.44
H: -4.89 3.56 0.29
H: -3.84 2.24 1.14
H: -3.20 3.01 -0.56
H: -0.35 -3.87 -0.09
H: 1.42 -3.26 0.12
H: -2.17 -3.67 2.41
H: 0.57 -2.76 2.48
Mn: -4.70 -0.86 1.50

Now the Mulliken charges, all in e:
1. C -0.84
2. B 0.58
3. O -0.73
4. Si 0.56
5. C -0.47
6. O -0.33
7. C 0.76
8. F -0.20
9. F -0.22
10. F -0.26
11. O -0.59
12. C -0.20
13. C 0.18
14. C -0.94
15. O -0.53
16. O -0.21
17. Si -0.12
18. C -0.76
19. C -0.28
20. O -0.45
21. Si 0.47
22. C -0.74
23. C -1.08
24. C -0.73
25. C -0.13
26. C 0.05
27. O -0.52
28. Br -0.03
29. P 0.21
30. O -0.56
31. O -0.43
32. H 0.21
33. H 0.34
34. H 0.26
35. H 0.28
36. H 0.24
37. H 0.51
38. H 0.22
39. H 0.13
40. H 0.34
41. H 0.17
42. H 0.28
43. H 0.31
44. H 0.31
45. H 0.47
46. H 0.39
47. H 0.43
48. H 0.60
49. H 0.34
50. H 0.37
51. H 0.41
52. H 0.33
53. H 0.31
54. H 0.35
55. H 0.37
56. H 0.18
57. H 0.31
58. H 0.43
59. H 0.37
60. H 0.32
61. H 0.39
62. Mn 0.57


A structure of composition C13H30CuO11P2 at a distorted geometry, computed with ωB97M-V with the def2-TZVPD basis set.

Kohn-Sham gap   0.138 hartree
M   487.9 g/mol
Total energy   -3664.32703 Ha
Charge   -1

Atoms and positions in Å:
Cu: -5.83 -27.06 -22.59
C: -4.64 -24.58 -22.06
O: -5.06 -25.20 -21.11
O: -4.10 -23.51 -21.78
O: -4.78 -25.13 -23.20
C: -9.88 -24.38 -20.01
C: -9.21 -25.78 -20.25
O: -10.02 -26.43 -21.22
P: -9.35 -26.58 -22.72
O: -8.13 -27.41 -22.85
O: -10.65 -27.08 -23.60
C: -11.75 -26.25 -23.66
C: -12.47 -26.59 -24.95
O: -9.14 -25.00 -23.24
C: -8.00 -24.56 -23.96
C: -8.50 -23.88 -25.26
H: -10.01 -23.88 -20.98
H: -10.94 -24.50 -19.79
H: -9.36 -23.80 -19.25
H: -8.16 -25.64 -20.50
H: -9.29 -26.35 -19.33
H: -12.42 -26.34 -22.81
H: -11.46 -25.20 -23.66
H: -12.05 -26.15 -25.86
H: -12.31 -27.67 -25.06
H: -13.55 -26.55 -24.83
H: -7.26 -23.95 -23.45
H: -7.45 -25.43 -24.30
H: -9.07 -23.00 -24.96
H: -7.71 -23.59 -25.95
H: -9.10 -24.52 -25.92
C: -1.38 -32.10 -21.06
C: -2.49 -32.12 -22.13
O: -3.08 -30.82 -22.11
P: -4.45 -30.47 -22.95
O: -4.94 -29.08 -22.72
O: -5.44 -31.70 -22.58
C: -6.70 -31.86 -23.20
C: -7.39 -33.21 -23.00
O: -4.18 -30.94 -24.47
C: -3.76 -30.05 -25.47
C: -2.20 -29.89 -25.42
H: -1.01 -31.08 -21.12
H: -1.80 -32.44 -20.11
H: -0.59 -32.83 -21.22
H: -2.09 -32.37 -23.11
H: -3.19 -32.92 -21.86
H: -7.31 -31.12 -22.67
H: -6.80 -31.41 -24.18
H: -7.47 -33.48 -21.94
H: -8.39 -33.28 -23.44
H: -6.82 -34.06 -23.37
H: -4.11 -30.40 -26.44
H: -4.23 -29.07 -25.51
H: -1.72 -30.86 -25.32
H: -1.70 -29.34 -26.22
H: -1.89 -29.42 -24.48

Now the Mulliken charges, all in e:
1. Cu 0.78
2. C 0.77
3. O -0.74
4. O -0.84
5. O -0.77
6. C -1.12
7. C -0.09
8. O -0.41
9. P 0.77
10. O -0.51
11. O -0.26
12. C -0.07
13. C -1.21
14. O -0.24
15. C -0.02
16. C -1.34
17. H 0.22
18. H 0.34
19. H 0.36
20. H 0.16
21. H 0.36
22. H 0.27
23. H 0.30
24. H 0.29
25. H 0.31
26. H 0.34
27. H 0.29
28. H 0.20
29. H 0.29
30. H 0.41
31. H 0.31
32. C -1.20
33. C -0.03
34. O -0.15
35. P -0.11
36. O -0.03
37. O -0.31
38. C -0.06
39. C -1.28
40. O -0.22
41. C -0.25
42. C -1.06
43. H 0.33
44. H 0.30
45. H 0.36
46. H 0.25
47. H 0.20
48. H 0.25
49. H 0.37
50. H 0.31
51. H 0.36
52. H 0.33
53. H 0.33
54. H 0.24
55. H 0.26
56. H 0.40
57. H 0.29


A cluster of 5 separate species, C13H30FO11S3 in total at a distorted geometry, computed with ωB97M-V with the def2-TZVPD basis set.

Kohn-Sham gap   0.205 hartree
M   477.6 g/mol
Total energy   -2635.28468 Ha
Charge   -1

Atoms and positions in Å:
F: 13.24 11.54 0.53
O: 16.04 16.16 -7.63
C: 15.89 15.60 -6.56
O: 16.02 16.30 -5.44
C: 15.78 15.55 -4.33
C: 15.76 14.10 -4.74
C: 15.58 14.16 -6.25
H: 14.81 15.83 -3.92
H: 16.66 15.65 -3.70
H: 15.01 13.51 -4.21
H: 16.74 13.74 -4.41
H: 14.53 14.04 -6.53
H: 16.29 13.52 -6.77
O: 8.71 14.92 0.85
S: 9.10 15.90 -0.20
O: 9.37 15.54 -1.57
O: 8.08 17.19 -0.18
C: 7.63 17.77 1.06
C: 6.17 18.17 0.76
C: 10.60 16.81 0.44
H: 8.34 18.56 1.30
H: 7.75 17.06 1.88
H: 5.96 18.93 0.01
H: 5.67 18.48 1.68
H: 5.57 17.29 0.54
H: 10.75 17.49 -0.41
H: 11.29 15.98 0.57
H: 10.38 17.37 1.35
O: 7.21 9.73 -2.76
S: 8.07 8.59 -2.59
O: 8.53 8.16 -1.28
O: 7.41 7.27 -3.46
C: 8.01 5.98 -3.25
C: 6.97 4.95 -3.48
C: 9.64 8.77 -3.69
H: 8.25 5.90 -2.19
H: 8.84 5.76 -3.92
H: 6.79 4.83 -4.55
H: 6.00 5.07 -3.00
H: 7.27 3.98 -3.09
H: 9.32 8.91 -4.72
H: 10.22 7.85 -3.65
H: 10.23 9.60 -3.31
O: 14.02 5.12 -0.54
S: 14.17 5.56 0.87
O: 13.07 6.20 1.58
O: 14.68 4.24 1.73
C: 14.04 3.04 1.56
C: 14.07 2.38 2.96
C: 15.80 6.57 1.03
H: 14.56 2.57 0.71
H: 13.01 3.19 1.24
H: 15.10 2.28 3.32
H: 13.58 1.41 2.83
H: 13.43 2.96 3.62
H: 15.94 6.70 2.11
H: 15.64 7.54 0.55
H: 16.51 5.85 0.64

Now the Mulliken charges, all in e:
1. F -0.99
2. O -0.62
3. C 0.46
4. O -0.33
5. C -0.37
6. C -0.55
7. C -0.22
8. H 0.27
9. H 0.29
10. H 0.36
11. H 0.21
12. H 0.24
13. H 0.25
14. O -0.59
15. S 1.12
16. O -0.56
17. O -0.29
18. C -0.26
19. C -1.24
20. C -0.94
21. H 0.31
22. H 0.40
23. H 0.31
24. H 0.39
25. H 0.32
26. H 0.32
27. H 0.43
28. H 0.29
29. O -0.56
30. S 1.08
31. O -0.55
32. O -0.32
33. C -0.01
34. C -1.40
35. C -0.90
36. H 0.33
37. H 0.27
38. H 0.31
39. H 0.35
40. H 0.38
41. H 0.32
42. H 0.29
43. H 0.40
44. O -0.61
45. S 1.04
46. O -0.55
47. O -0.24
48. C -0.31
49. C -1.11
50. C -0.84
51. H 0.31
52. H 0.35
53. H 0.30
54. H 0.37
55. H 0.28
56. H 0.30
57. H 0.42
58. H 0.29